The following is a DFT calculation (ωB97M-V/def2-TZVPD) of one molecule with the formula C3H7NO2S in a non-equilibrium geometry.

```
! wB97M-V def2-TZVPD RIJCOSX def2/J DEFGRID3
* xyz 0 1
C 1.186 0.363 -0.197
C -2.298 -0.668 0.420
C -0.098 -0.108 0.423
N 1.263 1.002 -1.348
O 3.705 0.375 0.108
O -1.197 -0.245 -0.384
S 2.539 -0.169 0.728
H -2.190 -0.040 1.330
H -2.217 -1.787 0.794
H -3.156 -0.348 -0.127
H -0.192 0.665 1.215
H 0.012 -1.121 0.840
H 0.574 0.673 -2.063
H 2.071 1.409 -1.738
*
```

Output
LUMO level (spin up / spin down) ... 0.7 / 0.7 eV
Maximum force ... 4.54 eV/Å
Total energy ... -721.8420 Eh
HOMO (spin up / spin down) ... -7.6 / -7.6 eV
Frontier orbital gap (spin up / spin down) ... 8.24 / 8.24 eV